No. 1
# C42H55F4N8P2RbS

A molecular structure, C42H55F4N8P2RbS (the ωB97M-V functional and the def2-TZVPD basis, OMol25).

The calculation puts the energy above the lowest of the compared OMol25 structures with the same formula, charge and spin at 0.042 eV. The value obtained for the HOMO energy is -6.08 eV. For the largest force on an atom, the calculation gives 0.1 eV/A.

```
! wB97M-V def2-TZVPD RIJCOSX def2/J DEFGRID3
* xyz 0 1
Rb -0.0881 0.4336 -0.3697
C 3.3421 1.4805 0.0630
N 2.2524 2.2539 -0.4990
C 2.5075 2.5921 -1.8862
C 1.9612 3.4608 0.2717
C 1.6057 3.2135 1.7297
N 0.4276 2.3753 1.8208
C -0.0201 2.0130 3.0098
C -1.1839 1.1874 3.0699
F -1.7755 0.8674 1.8738
C -1.7112 0.6561 4.2114
F -2.8001 -0.1513 4.0968
C -1.1692 0.9012 5.4617
C -0.0589 1.7327 5.4607
F 0.5247 2.0261 6.6400
C 0.4922 2.2716 4.3200
F 1.5901 3.0561 4.4761
H 4.2754 2.0624 0.1552
H 3.5409 0.6179 -0.5773
H 3.0702 1.1076 1.0509
H 3.3852 3.2503 -2.0044
H 1.6355 3.0941 -2.3076
H 2.6852 1.6830 -2.4652
H 1.1180 3.9565 -0.2177
H 2.8226 4.1531 0.2318
H 1.4524 4.2030 2.1826
H 2.4770 2.7905 2.2458
H -1.5861 0.4988 6.3709
C 3.7906 -1.9919 1.5606
P 2.0093 -2.1336 1.1346
C 2.0770 -3.8626 0.4382
N 2.8027 -4.7385 1.0902
C 2.9708 -5.9723 0.5576
C 3.7275 -6.9440 1.2561
C 3.9144 -8.1768 0.7047
C 3.3651 -8.4933 -0.5631
C 2.6364 -7.5718 -1.2550
C 2.4215 -6.2882 -0.6977
N 1.6891 -5.3730 -1.3770
C 1.4825 -4.1993 -0.8306
P 0.4559 -2.9912 -1.8163
C 1.2180 -3.3061 -3.4586
C -1.1909 -3.8817 -1.9577
C -1.8229 -3.8583 -0.5656
C -2.0343 -3.0256 -2.9104
C -1.1628 -5.3171 -2.4764
C 1.2031 -2.3230 2.8137
C 1.6354 -3.5206 3.6539
C 1.5458 -1.0240 3.5557
C -0.3091 -2.3820 2.5818
H 4.1291 -2.7903 2.2190
H 3.9691 -1.0224 2.0246
H 4.3678 -2.0330 0.6356
H 4.1404 -6.6754 2.2196
H 4.4898 -8.9248 1.2342
H 3.5300 -9.4776 -0.9815
H 2.2057 -7.7881 -2.2240
H 1.3160 -4.3700 -3.6673
H 2.2087 -2.8492 -3.4745
H 0.6132 -2.8267 -4.2284
H -1.8794 -2.8449 -0.1619
H -1.2607 -4.4822 0.1348
H -2.8409 -4.2576 -0.6205
H -2.0725 -1.9800 -2.6005
H -3.0631 -3.3987 -2.9180
H -1.6580 -3.0767 -3.9340
H -0.6646 -5.9947 -1.7858
H -0.6631 -5.3942 -3.4429
H -2.1939 -5.6615 -2.6074
H 2.7169 -3.5636 3.7836
H 1.3144 -4.4650 3.2141
H 1.1811 -3.4345 4.6459
H 2.5766 -1.0319 3.9137
H 0.8892 -0.9069 4.4222
H 1.4074 -0.1414 2.9248
H -0.5961 -3.2778 2.0260
H -0.6604 -1.5086 2.0275
H -0.8303 -2.3976 3.5435
C -3.0110 4.4198 -0.6958
C -3.7383 4.3322 -1.8692
C -3.3836 3.3823 -2.8138
C -2.3030 2.5485 -2.5496
N -1.5841 2.6564 -1.4336
C -1.9362 3.5584 -0.5237
C -1.8916 1.4706 -3.5009
C -2.7975 0.9396 -4.4172
C -2.3683 -0.0288 -5.3065
C -1.0498 -0.4478 -5.2535
C -0.2319 0.1051 -4.2810
N -0.6319 1.0352 -3.4194
H -3.2634 5.1366 0.0734
H -4.5762 4.9928 -2.0513
H -3.9334 3.3044 -3.7411
H -1.3322 3.5641 0.3805
H -3.8287 1.2621 -4.4149
H -3.0567 -0.4545 -6.0252
H -0.6634 -1.1952 -5.9337
H 0.8014 -0.2149 -4.1870
C -5.6762 -2.6997 -1.1053
N -5.1011 -2.2424 0.1331
C -5.1140 -3.0896 1.3180
C -4.3958 -2.2138 2.3447
N -3.6192 -1.3462 1.4729
C -4.1349 -1.2943 0.2285
S -3.6430 -0.2369 -0.9706
H -6.7482 -2.8597 -0.9835
H -5.2172 -3.6409 -1.4284
H -5.5049 -1.9429 -1.8667
H -4.5678 -4.0209 1.1239
H -6.1329 -3.3405 1.6119
H -3.7561 -2.7802 3.0182
H -5.1056 -1.6331 2.9399
H -3.0824 -0.5673 1.8232
*
```

***

No. 2
# C42H55IN7P2Pd

A molecular structure, C42H55IN7P2Pd (the ωB97M-V functional and the def2-TZVPD basis, OMol25).

The calculation puts the energy above the lowest of the compared OMol25 structures with the same formula, charge and spin at 1.344 eV. The value obtained for the HOMO energy (alpha / beta) is -13.98 / -13.97 eV. For the largest force on an atom, the calculation gives 3.2 eV/A.

```
! wB97M-V def2-TZVPD RIJCOSX def2/J DEFGRID3
* xyz 3 5
Pd 0.2351 0.1808 0.1730
C -4.5825 -2.1047 0.7806
C -3.3723 -1.3457 1.3462
C -3.7709 0.0878 1.6956
P -1.8114 -1.3984 0.3325
C -2.2840 -1.7857 -1.4208
C -1.0330 -2.0010 -2.2740
C -3.1636 -0.6891 -2.0291
C -1.0381 -2.9544 0.8797
C -1.7703 -4.0566 1.2654
C -1.1681 -5.2447 1.7090
C -2.0000 -6.4264 2.1095
C 0.2284 -5.2729 1.8159
C 0.9895 -4.1956 1.4444
C 0.3829 -3.0192 0.9142
N 1.1024 -1.9380 0.5419
C 2.4968 -2.0112 0.4416
C 3.1850 -3.0360 -0.2042
C 4.5704 -3.0261 -0.2330
C 5.3017 -2.0260 0.4049
C 6.8081 -2.0213 0.3810
C 4.5973 -1.0035 1.0405
C 3.2101 -0.9676 1.0350
P 2.1581 0.3140 1.7572
C 3.2340 1.7432 2.2144
C 3.9405 1.5767 3.5663
C 4.2608 2.0993 1.1131
C 1.3671 -0.3942 3.2712
C 2.3008 -1.1362 4.2386
C 0.5132 0.6750 3.9596
H -5.2703 -2.3229 1.5994
H -4.3411 -3.0496 0.2953
H -5.1302 -1.4939 0.0668
H -3.0564 -1.8368 2.2690
H -3.9691 0.6791 0.7972
H -3.0012 0.5872 2.2822
H -4.6847 0.0752 2.2933
H -2.8356 -2.7264 -1.3714
H -0.4038 -1.1085 -2.2706
H -1.3240 -2.1943 -3.3080
H -0.4359 -2.8477 -1.9314
H -2.7006 0.2929 -1.9119
H -4.1523 -0.6472 -1.5820
H -3.2964 -0.8760 -3.0964
H -2.8535 -4.0222 1.2471
H -2.9401 -6.4592 1.5611
H -2.2445 -6.3727 3.1748
H -1.4641 -7.3609 1.9504
H 0.7113 -6.1549 2.2219
H 2.0596 -4.2182 1.5910
H 2.6302 -3.8267 -0.6957
H 5.0979 -3.8224 -0.7461
H 7.2073 -3.0225 0.2297
H 7.2214 -1.6194 1.3054
H 7.1730 -1.3970 -0.4385
H 5.1619 -0.2357 1.5546
H 2.5230 2.5677 2.3074
H 4.5558 0.6771 3.6056
H 3.2485 1.5614 4.4042
H 4.5992 2.4363 3.7078
H 5.2687 1.8589 1.4524
H 4.2434 3.1676 0.9106
H 4.1049 1.5761 0.1703
H 0.6870 -1.1282 2.8418
H 2.7817 -0.4613 4.9433
H 3.0767 -1.7017 3.7186
H 1.7132 -1.8486 4.8221
H 1.1182 1.4779 4.3846
H -0.0520 0.2255 4.7778
H -0.2030 1.1208 3.2644
I 1.6097 3.7546 -0.7693
C 2.2797 2.0596 -1.8218
C 3.2492 2.2922 -2.7837
C 3.7427 1.2116 -3.5008
C 3.2435 -0.0503 -3.2323
C 2.2743 -0.1807 -2.2574
N 1.7882 0.8498 -1.5473
H 3.6152 3.2943 -2.9594
H 4.5013 1.3607 -4.2590
H 3.5920 -0.9241 -3.7659
H 1.8620 -1.1519 -2.0222
C -1.3137 2.0868 -2.7920
C -1.5453 2.5514 -1.3981
N -1.2522 1.8721 -0.3091
C -1.6183 2.6554 0.7721
C -2.1618 3.8104 0.3328
N -2.1230 3.7375 -1.0546
C -2.7294 4.7195 -1.9212
N -1.7801 5.4442 -2.7664
N -1.6265 5.0471 -4.1006
N -0.7742 5.8013 -4.6573
C -0.3402 6.7193 -3.7002
C 0.5474 7.7526 -3.8099
C 0.7897 8.5550 -2.6261
C 0.1497 8.3022 -1.4233
C -0.7622 7.2562 -1.3134
C -0.9861 6.4643 -2.4899
H -0.8400 1.1102 -2.7534
H -0.6543 2.7629 -3.3391
H -2.2445 2.0030 -3.3568
H -1.4860 2.3269 1.7864
H -2.6019 4.6419 0.8617
H -3.2388 5.4449 -1.2953
H -3.4527 4.2620 -2.5887
H 1.0367 7.9692 -4.7540
H 1.4859 9.3832 -2.6878
H 0.3477 8.9350 -0.5679
H -1.2870 7.0717 -0.3826
*
```

***

Among the records above, which one has the lowest energy above the lowest of the compared OMol25 structures with the same formula, charge and spin?
C42H55F4N8P2RbS

***

Look up the energy above the lowest of the compared OMol25 structures with the same formula, charge and spin of the first one.
0.042 eV

***

Which of these has the lowest energy above the lowest of the compared OMol25 structures with the same formula, charge and spin?
C42H55F4N8P2RbS

***

The lowest energy above the lowest of the compared OMol25 structures with the same formula, charge and spin belongs to which entry?
C42H55F4N8P2RbS